Density functional theory data (wB97M-V/def2-TZVPD) for a structure of composition C2H8ClN.

## Properties
DFT total energy: -16216.0714 eV
Net charge: 0
Strongest force on any atom: 4.6 eV/Å
Gap between HOMO and LUMO: 0.343 hartree

Atoms and positions in Å:
1 C 0.904 -0.931 -0.213
2 C -1.223 0.181 0.447
3 N 0.247 0.326 0.247
4 H 1.988 -0.780 -0.348
5 H 0.471 -1.254 -1.174
6 H 0.750 -1.732 0.530
7 H -1.706 -0.116 -0.499
8 H -1.427 -0.594 1.205
9 H -1.669 1.131 0.786
10 H 0.683 0.628 1.144
11 H 0.421 1.076 -0.455
12 Cl 0.562 2.066 -1.670